A structure of composition C26H34N3OPW, computed with the ωB97M-V functional and the def2-TZVPD basis.

For the HOMO energy, the calculation gives -13.48 eV. The calculation puts the relative energy (zero: lowest compared OMol25 entry of this formula, charge and spin) at 0.049 eV. The calculation puts the total energy at -1658.56321 a.u.

ORCA input file:
```
! RIJCOSX wB97M-V def2-TZVPD def2/J DEFGRID3
* xyz 2 1
W -0.2716 0.3676 -0.2621
P 0.6296 -0.4308 1.7825
O -2.1113 0.0673 -0.9995
N -0.2173 0.6075 2.8647
N -0.7735 1.9661 1.0509
N -3.7091 -0.1253 -2.5337
C 1.7157 -3.3414 4.3857
C -1.2561 2.7592 3.2676
C 1.6846 -2.1524 3.6731
C 4.7932 1.2567 1.0188
C 4.5595 -0.1108 0.8845
C -4.6153 -0.8861 -3.4046
C 0.2752 1.0851 -3.6103
C -2.7673 -2.1789 -1.5834
C -0.7589 1.7788 2.3982
C 2.6020 0.1976 -3.3529
C 3.3253 -0.6323 1.2008
C -0.1430 -4.1762 3.0955
C -1.7208 4.1438 1.3568
C 0.8043 -4.3480 4.0977
C 0.6393 -1.2096 -2.6483
C 3.7943 2.0892 1.5037
C 0.7338 -1.9771 2.6684
C 2.5493 1.5593 1.8250
C -2.8618 -0.6952 -1.7250
C -1.7347 3.9332 2.7434
C 2.3160 0.1969 1.6640
C -1.2416 3.1473 0.5602
C 1.2026 0.2200 -2.7448
C 1.2244 0.7258 -1.3114
C -3.8388 1.3364 -2.5817
C -0.1778 -2.9922 2.3795
H 2.9893 1.2115 -3.4573
H -3.7402 1.7508 -1.5825
H -0.1513 0.4919 3.8668
H 3.1482 -1.6956 1.0889
H -0.7475 1.0711 -3.2166
H -3.7452 -2.6244 -1.4060
H 0.6156 2.1197 -3.6454
H -2.1139 4.7005 3.4055
H 0.8357 -5.2755 4.6534
H 5.3482 -0.7626 0.5330
H -2.0731 5.0667 0.9219
H 2.1051 1.2427 -0.9184
H 1.7812 2.2206 2.2060
H -4.2408 -1.8878 -3.5789
H 2.4068 -1.3754 3.8926
H -4.8254 1.5702 -2.9700
H 3.9774 3.1467 1.6381
H 0.2077 -1.5582 -3.5897
H 5.7615 1.6646 0.7609
H -3.0805 1.7599 -3.2399
H 0.2528 0.6972 -4.6307
H -0.1495 -1.3412 -1.8724
H 2.4546 -3.4813 5.1627
H 2.5781 -0.2589 -4.3440
H -2.1139 -2.4020 -0.7437
H -1.1954 3.2450 -0.5169
H 3.2931 -0.3723 -2.7298
H -0.9132 -2.8570 1.5946
H -0.8470 -4.9660 2.8721
H -1.2414 2.5830 4.3341
H -2.3477 -2.6352 -2.4810
H -5.6060 -0.9387 -2.9538
H 1.4118 -1.9226 -2.3582
H -4.6857 -0.3691 -4.3584
*
```

Results of the Mulliken charge analysis, in e, for atoms 1 through 5: atom 1 (W): 0.88, atom 2 (P): 1.12, atom 3 (O): -0.87, atom 4 (N): -0.02, atom 5 (N): 0.09